Entry 1:
The following is a quantum chemistry calculation of a gas-phase ion, C9H15N2S (charge +1) in a non-equilibrium geometry, from the OMol25 dataset.

Atoms and positions in Å:
S: 4.08 0.09 -1.82
N: -0.10 -0.73 2.43
N: 1.28 0.78 -2.12
C: 1.31 0.04 -0.90
C: -1.14 0.14 -0.49
C: -0.30 -2.16 2.28
C: -0.17 -0.34 3.85
C: 1.20 2.25 -2.03
C: 0.25 0.01 1.45
C: 0.66 0.17 -3.25
C: 0.30 -0.11 0.07
C: 2.53 0.10 -1.54
H: -0.04 0.74 3.94
H: 2.28 2.68 -1.81
H: -0.48 0.27 -3.32
H: 0.83 -0.86 -3.38
H: -0.38 -2.50 1.30
H: -1.00 -0.68 4.33
H: -1.27 -2.34 2.81
H: 0.46 -2.80 2.82
H: 0.97 2.61 -3.05
H: -1.57 -0.76 -0.50
H: 0.71 -0.72 4.31
H: 0.50 2.57 -1.29
H: -1.68 0.92 0.11
H: -1.21 0.63 -1.48
H: 1.12 0.75 -4.20

SMILES: CC(=C=[N+](C)C)C1=C([S-])[N+]1(C)C
net charge: +1
relative energy (zero: lowest compared OMol25 entry of this formula, charge and spin): 121.0 kcal/mol



Entry 2:
The following is a quantum chemistry calculation of a single C9H15N3 molecule in a non-equilibrium geometry, from the OMol25 dataset.

Atoms and positions in Å:
N: -2.17 -0.31 -1.67
N: 0.56 -0.89 0.36
N: 0.02 -1.29 1.55
C: 0.32 0.30 -0.10
C: -2.15 -0.57 -0.59
C: 0.93 0.80 -1.39
C: -1.23 -0.90 1.73
C: -2.14 -0.64 0.81
C: 2.24 1.59 -0.96
C: -0.01 1.99 -2.06
C: -1.77 -0.96 3.18
C: 1.41 -1.93 -0.33
H: 1.89 2.47 -0.46
H: 0.62 2.33 -3.02
H: 2.80 0.94 -0.32
H: -2.52 -1.83 3.43
H: 1.69 -2.67 0.48
H: -1.06 1.65 -2.29
H: -0.11 2.65 -1.24
H: 0.87 -2.30 -1.13
H: -2.13 0.04 3.33
H: 2.40 -1.65 -0.73
H: -3.16 -0.53 1.17
H: -0.88 -1.22 3.84
H: 2.48 1.82 -1.95
H: 1.26 0.11 -2.16
H: -0.13 0.99 0.53

relative energy (zero: lowest compared OMol25 entry of this formula, charge and spin): 106.9 kcal/mol



Entry 3:
The following is a quantum chemistry calculation of a single C9H15N3O6 molecule in a non-equilibrium geometry, from the OMol25 dataset.

Atoms and positions in Å:
O: -3.49 2.47 1.43
O: 2.33 -1.12 -0.13
O: 1.82 0.85 0.81
O: 0.94 2.05 2.47
O: 0.67 0.56 -1.91
O: 3.59 -2.91 -0.77
N: -1.83 2.58 3.03
N: -0.70 0.79 -0.19
N: -0.31 -1.73 -2.87
C: 2.36 -2.35 -0.45
C: -2.28 2.71 1.75
C: -0.18 2.00 0.27
C: 0.97 1.69 1.34
C: 1.12 -3.25 -0.49
C: -1.16 3.09 0.70
C: -0.19 0.10 -1.19
C: -0.16 -2.32 -0.32
C: -0.67 -1.39 -1.48
H: 3.46 -3.71 -1.22
H: 1.72 0.53 -0.10
H: -0.88 2.91 3.28
H: 1.13 -3.72 -1.44
H: 1.09 -4.03 0.36
H: 0.42 -1.18 -3.11
H: -0.98 -1.30 -3.40
H: -1.10 -2.87 -0.07
H: 0.17 -1.76 0.66
H: -1.77 3.21 -0.16
H: -1.79 -1.08 -1.40
H: 0.24 2.50 -0.58
H: -1.52 0.40 0.24
H: -0.51 4.02 1.11
H: -2.51 2.27 3.81

SMILES: NC(=O)C[C@H](NC(=O)[C@@H](N)CCC(=O)O)C(=O)O
relative energy (zero: lowest compared OMol25 entry of this formula, charge and spin): 81.2 kcal/mol



Entry 4:
The following is a quantum chemistry calculation of a single C9H15N3O6 molecule in a non-equilibrium geometry, from the OMol25 dataset.

Atoms and positions in Å:
O: -0.61 3.88 -1.48
O: 0.74 -0.90 2.40
O: -0.91 -1.91 -0.51
O: 1.03 3.02 -0.23
O: 2.79 -0.80 -2.22
O: 2.71 0.09 -0.21
N: 0.22 -2.86 3.60
N: -0.03 0.23 -0.41
N: -3.12 -0.25 1.26
C: -0.03 -1.80 2.68
C: 0.56 0.84 -2.79
C: 2.22 -0.26 -1.22
C: 0.33 3.16 -1.40
C: -0.88 -0.82 0.04
C: 0.92 2.36 -2.53
C: 0.75 -0.13 -1.61
C: -1.57 -1.82 2.16
C: -1.73 -0.61 1.41
H: 0.34 1.07 0.04
H: 3.70 -0.69 -1.88
H: -0.65 -3.20 4.10
H: 0.51 3.55 0.45
H: -3.38 0.38 0.59
H: -1.24 0.26 1.98
H: 1.13 -2.85 4.03
H: -2.15 -1.90 3.11
H: 0.63 -1.13 -1.70
H: -3.88 -0.88 1.24
H: 0.67 2.97 -3.45
H: 1.28 0.47 -3.61
H: 1.99 2.37 -2.35
H: -1.89 -2.78 1.69
H: -0.45 0.92 -3.18

SMILES: NC(=O)C[C@H](N)C(=O)N[C@@H](CCC(=O)O)C(=O)O
relative energy (zero: lowest compared OMol25 entry of this formula, charge and spin): 67.9 kcal/mol



Entry 5:
The following is a quantum chemistry calculation of 2 unconnected molecules or ions with the total composition C9H15N4 in a non-equilibrium geometry, from the OMol25 dataset.

Atoms and positions in Å:
N: -0.43 -1.74 0.22
N: 0.49 0.73 -0.45
N: -0.78 0.61 -0.02
N: 0.73 -1.58 -0.21
C: 2.47 -0.40 -1.47
C: 0.85 2.03 -0.38
C: -1.43 -0.71 0.05
C: 2.50 -0.67 1.80
C: -0.22 2.74 0.11
C: 1.24 -0.44 -0.64
C: -2.39 -0.76 1.24
C: -2.17 -0.97 -1.27
C: -1.24 1.82 0.33
H: -2.23 1.97 0.69
H: 3.48 -0.74 1.37
H: 2.20 -0.32 -2.53
H: -1.47 -1.02 -2.10
H: -2.90 -0.19 -1.46
H: 3.00 -1.34 -1.34
H: 3.12 0.43 -1.22
H: 1.99 -1.57 2.09
H: -2.68 -1.93 -1.20
H: 2.17 0.27 2.19
H: -1.93 -0.35 2.13
H: -3.31 -0.24 1.02
H: 1.82 2.36 -0.67
H: -2.62 -1.80 1.43
H: -0.27 3.80 0.28

net charge: +1
relative energy (zero: lowest compared OMol25 entry of this formula, charge and spin): 94.8 kcal/mol



Entry 6:
The following is a quantum chemistry calculation of a gas-phase ion, C9H15N6S2 (charge +1) in a non-equilibrium geometry, from the OMol25 dataset.

Atoms and positions in Å:
S: 4.53 0.77 -0.30
S: 0.82 3.57 -0.20
N: -1.22 0.60 -0.66
N: 1.02 1.35 -1.83
N: -3.15 -0.79 0.52
N: 2.25 0.99 -2.34
N: 0.39 -1.07 -1.00
N: -0.69 -1.71 -0.37
C: 0.47 2.79 -1.87
C: 0.17 0.41 -1.24
C: -0.34 2.09 2.10
C: -0.84 -3.16 0.06
C: 3.17 1.16 -1.30
C: -1.79 -0.69 -0.13
C: 0.63 -3.89 0.20
C: -0.58 3.32 1.01
C: 1.71 -3.28 1.03
H: 1.31 -1.50 -1.29
H: -0.66 2.82 -2.20
H: 0.90 -4.90 -0.36
H: 2.11 -2.18 0.93
H: -0.30 2.45 3.21
H: 1.12 3.35 -2.67
H: -1.30 -3.12 1.16
H: -3.51 -1.79 0.55
H: 2.19 -3.93 1.91
H: -0.83 4.32 1.60
H: -1.26 1.34 2.02
H: 0.62 1.50 1.75
H: -1.56 -3.68 -0.71
H: -1.56 3.01 0.40
H: -3.83 -0.17 -0.01

SMILES: C=CCn1[nH]c(N(CSCC)N=C=S)nc1=[NH2+]
net charge: +1
relative energy (zero: lowest compared OMol25 entry of this formula, charge and spin): 217.7 kcal/mol



Entry 7:
The following is a quantum chemistry calculation of 3 unconnected molecules or ions with the total composition C9H15NO3 in a non-equilibrium geometry, from the OMol25 dataset.

Atoms and positions in Å:
O: -5.78 0.62 1.18
O: -6.15 1.25 -0.96
O: -0.06 -0.75 -0.71
N: -1.05 -0.47 0.32
C: 0.46 2.07 1.10
C: -2.28 -0.47 -0.07
C: 0.22 2.80 0.03
C: -2.89 -0.97 -1.37
C: 1.17 -1.04 -0.13
C: -5.95 0.91 0.08
C: 1.30 -2.41 0.51
C: 0.00 3.27 -1.10
C: 2.64 -2.19 1.32
H: 3.62 -2.24 0.67
H: 1.57 -0.18 0.53
H: 2.81 -3.03 2.00
H: 2.46 -1.16 1.82
H: 1.20 2.27 1.90
H: -3.93 -0.61 -1.49
H: -3.03 -0.11 0.68
H: -2.30 -0.70 -2.19
H: 1.22 -3.20 -0.12
H: -0.24 1.32 1.35
H: -2.98 -2.10 -1.23
H: -0.39 4.25 -1.09
H: 0.43 2.83 -1.96
H: 0.44 -2.44 1.22
H: 1.77 -1.02 -1.01

SMILES: C/C=N\OCCC.C=C=C.O=C=O
relative energy (zero: lowest compared OMol25 entry of this formula, charge and spin): 142.9 kcal/mol



Entry 8:
The following is a quantum chemistry calculation of a single C9H15NS molecule in a non-equilibrium geometry, from the OMol25 dataset.

Atoms and positions in Å:
S: -2.53 -1.48 0.42
N: -0.67 0.66 0.71
C: -3.12 1.21 0.61
C: -2.14 0.26 -0.03
C: 1.56 0.96 1.01
C: 2.20 -1.52 -0.07
C: 0.46 0.20 0.41
C: -2.06 0.37 -1.53
C: 3.26 -0.43 -0.12
C: 2.84 0.73 0.72
C: 0.85 -0.95 -0.49
H: -2.46 -1.30 1.73
H: 0.92 -0.57 -1.52
H: -1.73 1.37 -1.81
H: 2.47 -2.35 -0.72
H: -3.02 1.19 1.69
H: 2.13 -1.90 0.96
H: -1.38 -0.36 -1.96
H: 3.61 1.40 1.08
H: 1.25 1.79 1.63
H: -4.14 0.93 0.34
H: -2.93 2.22 0.26
H: -3.05 0.20 -1.94
H: 4.22 -0.82 0.24
H: 3.41 -0.10 -1.15
H: 0.07 -1.71 -0.46

SMILES: CC(C)(S)/N=C1/C=CCCC1
relative energy (zero: lowest compared OMol25 entry of this formula, charge and spin): 0.0 kcal/mol